1.
Molecular formula: C31H54FN2O3
Method: DFT, ωB97M-V/def2-TZVPD

* total charge: +1
* HOMO-LUMO gap: 9.117 eV
* LUMO energy: -0.1122 hartree

Each line ends with the Löwdin charge.
Geometry (Å):
C1 3.294 3.156 -3.963  -0.1208
C2 1.901 2.458 -4.451  -0.2450
C3 0.682 3.505 -4.575  -0.2127
C4 0.398 4.365 -3.245  -0.2021
C5 0.047 3.441 -1.949  -0.1786
C6 1.399 3.004 -1.193  -0.2080
C7 1.292 2.982 0.411  -0.1862
C8 -0.101 2.350 0.963  -0.1709
C9 -0.248 0.775 0.683  -0.0944
C10 -0.689 -0.083 2.003  -0.2648
C11 -2.005 0.541 2.667  -0.0903
C12 -3.204 0.863 1.638  -0.1660
C13 -4.050 -0.418 1.158  -0.1897
C14 -3.624 -0.884 -0.320  -0.2242
C15 -4.244 -0.004 -1.517  -0.1907
C16 -3.025 0.667 -2.323  -0.2571
C17 -1.990 -0.387 -2.965  -0.1263
O1 0.427 0.298 2.933  -0.0614
C18 1.491 -0.698 2.882  -0.3389
C19 2.772 -0.412 1.952  -0.0718
C20 3.335 -1.687 1.157  -0.1626
C21 2.471 -2.128 -0.128  -0.1725
C22 3.336 -2.610 -1.391  -0.2164
O2 3.811 -1.524 -2.220  -0.2115
C23 2.755 -0.955 -3.031  -0.1110
C24 2.164 -0.805 4.373  0.0037
C25 3.127 -2.070 4.518  -0.2964
O3 2.817 -3.160 5.043  0.1090
F1 4.492 -1.975 4.055  0.0232
N1 0.772 -2.017 2.794  0.1650
C26 -0.438 -1.668 1.978  -0.1062
C27 -1.692 -2.685 2.168  -0.1959
C28 -2.247 -2.778 3.578  -0.0261
C29 -3.438 -3.719 3.871  0.0034
C30 -3.853 -4.489 2.597  -0.0251
C31 -3.103 -4.247 1.293  -0.1085
N2 -2.036 -3.362 0.966  0.0932
H1 3.872 2.487 -3.218  0.0726
H2 3.994 3.286 -4.870  0.0785
H3 3.131 4.161 -3.444  0.0532
H4 2.133 1.911 -5.435  0.1091
H5 1.582 1.675 -3.676  0.0558
H6 -0.261 2.890 -4.801  0.1047
H7 0.897 4.156 -5.492  0.1136
H8 -0.516 5.033 -3.489  0.1126
H9 1.253 5.112 -3.010  0.1072
H10 -0.511 2.485 -2.249  0.0990
H11 -0.561 4.121 -1.249  0.1126
H12 2.190 3.809 -1.455  0.1060
H13 1.839 2.002 -1.546  0.0818
H14 1.269 4.088 0.759  0.1226
H15 2.216 2.528 0.927  0.1018
H16 -0.142 2.642 2.076  0.1138
H17 -1.026 2.861 0.487  0.1074
H18 -1.079 0.619 -0.087  0.0806
H19 0.722 0.396 0.213  0.0952
H20 -2.439 -0.048 3.542  0.1133
H21 -1.689 1.566 3.106  0.1290
H22 -2.895 1.464 0.718  0.0965
H23 -3.944 1.538 2.223  0.1264
H24 -5.153 -0.066 1.082  0.1164
H25 -4.062 -1.266 1.938  0.0957
H26 -4.018 -1.967 -0.453  0.1053
H27 -2.481 -0.974 -0.331  0.0728
H28 -5.019 0.732 -1.116  0.1141
H29 -4.764 -0.743 -2.235  0.1160
H30 -3.467 1.265 -3.205  0.1145
H31 -2.460 1.354 -1.587  0.0767
H32 -1.277 -0.749 -2.130  0.0502
H33 -1.307 0.082 -3.766  0.0731
H34 -2.501 -1.345 -3.361  0.0906
H35 2.640 0.463 1.219  0.1150
H36 3.620 -0.078 2.666  0.1270
H37 3.414 -2.624 1.836  0.1129
H38 4.411 -1.499 0.771  0.1429
H39 1.738 -1.327 -0.510  0.0946
H40 1.801 -3.014 0.212  0.1133
H41 4.195 -3.285 -1.059  0.1380
H42 2.638 -3.266 -2.047  0.1314
H43 3.072 -0.731 -4.110  0.1095
H44 1.786 -1.565 -3.034  0.0975
H45 2.484 0.065 -2.547  0.0687
H46 2.753 0.148 4.650  0.1588
H47 1.350 -0.897 5.193  0.1553
H48 1.273 -2.872 2.500  0.1844
H49 0.482 -2.274 3.767  0.1678
H50 -0.051 -1.828 0.897  0.1471
H51 -1.792 -2.155 4.423  0.1083
H52 -3.975 -3.866 4.862  0.1116
H53 -4.706 -5.248 2.640  0.1087
H54 -3.453 -4.891 0.398  0.1231

=====

2.
Molecular formula: C31H54O24
Method: DFT, ωB97M-V/def2-TZVPD

* total charge: 0
* HOMO-LUMO gap: 9.633 eV
* structure (SMILES): C[C@H]1COC(=O)O1.C[C@H]1COC(=O)O1.C[C@H]1COC(=O)O1.C[C@H]1COC(=O)O1.C[C@H]1COC(=O)O1.C[C@H]1COC(=O)O1.C[C@H]1COC(=O)O1.CO.CO.CO
* LUMO energy: -0.0078 hartree

Each line ends with the Löwdin charge.
Geometry (Å):
C1 -2.977 -0.520 -2.497  -0.0132
C2 -4.190 -0.980 -3.245  -0.3332
C3 -4.070 -2.287 -3.891  -0.1332
O1 -5.247 -2.955 -3.549  0.1071
C4 -5.823 -2.269 -2.563  -0.6200
O2 -6.860 -2.526 -2.039  0.1631
O3 -5.144 -1.213 -2.216  0.1165
H1 -3.212 0.100 -1.632  0.0960
H2 -2.399 0.092 -3.190  0.0844
H3 -2.262 -1.264 -2.146  0.0887
H4 -4.640 -0.297 -3.965  0.1648
H5 -3.227 -2.787 -3.413  0.1326
H6 -3.833 -2.238 -4.954  0.1461
C5 3.154 -2.843 -1.789  -0.0189
C6 3.291 -3.657 -3.069  -0.2527
C7 4.181 -2.997 -4.200  -0.0739
O4 5.215 -3.906 -4.150  0.0892
C8 5.009 -4.941 -3.384  -0.6593
O5 5.739 -5.997 -3.366  0.0599
O6 4.024 -4.835 -2.706  0.1662
H7 4.161 -2.850 -1.373  0.0954
H8 2.450 -3.329 -1.113  0.0878
H9 2.913 -1.795 -1.970  0.0880
H10 2.285 -3.743 -3.480  0.1487
H11 4.499 -2.021 -3.832  0.1337
H12 3.671 -3.036 -5.162  0.1360
C9 -2.829 7.647 -0.809  -0.0086
C10 -3.238 6.897 0.441  -0.3481
C11 -3.355 7.779 1.629  -0.1249
O7 -4.726 7.860 1.874  0.0866
C12 -5.467 7.147 1.028  -0.4909
O8 -6.733 7.032 1.055  0.0853
O9 -4.568 6.458 0.340  0.0854
H13 -3.380 8.586 -0.763  0.0927
H14 -3.093 7.105 -1.717  0.0920
H15 -1.767 7.842 -0.659  0.0950
H16 -2.621 6.021 0.641  0.1582
H17 -2.884 8.734 1.395  0.1366
H18 -2.797 7.265 2.411  0.1410
C13 5.403 3.701 2.759  -0.0173
C14 5.080 5.125 2.435  -0.4175
C15 5.363 5.521 1.047  -0.1014
O10 4.298 6.349 0.569  0.1068
C16 3.443 6.413 1.563  -0.4954
O11 2.428 7.084 1.595  0.1375
O12 3.736 5.386 2.508  0.0763
H19 4.898 3.447 3.691  0.0912
H20 6.425 3.493 3.074  0.0913
H21 5.106 2.993 1.985  0.0916
H22 5.625 5.730 3.160  0.1572
H23 5.378 4.693 0.338  0.1379
H24 6.340 5.997 0.966  0.1414
C17 -6.676 -6.775 0.686  -0.0066
C18 -5.155 -7.037 0.913  -0.3425
C19 -4.498 -7.762 -0.248  -0.0602
O13 -3.360 -6.886 -0.397  0.0784
C20 -3.360 -5.830 0.408  -0.5281
O14 -2.475 -4.958 0.433  0.1014
O15 -4.520 -5.823 1.077  0.0962
H25 -6.963 -6.599 -0.351  0.0816
H26 -7.140 -5.957 1.237  0.0853
H27 -7.163 -7.698 1.001  0.0802
H28 -4.990 -7.597 1.834  0.1509
H29 -5.229 -7.937 -1.038  0.1313
H30 -4.206 -8.743 0.126  0.1316
C21 1.580 1.868 -6.902  -0.0019
C22 2.705 2.235 -5.850  -0.3393
C23 2.912 3.717 -5.620  -0.0605
O16 2.751 3.881 -4.196  0.1329
C24 2.274 2.886 -3.611  -0.5310
O17 1.886 2.764 -2.455  0.1286
O18 2.189 1.856 -4.622  0.0090
H31 1.883 2.217 -7.889  0.0756
H32 0.582 2.250 -6.685  0.0894
H33 1.499 0.789 -7.031  0.0742
H34 3.704 1.799 -5.848  0.1512
H35 2.275 4.292 -6.292  0.1370
H36 3.932 3.848 -5.982  0.1340
C25 2.452 -4.999 3.739  -0.0322
C26 3.969 -4.957 3.826  -0.3228
C27 4.689 -5.057 2.498  -0.0562
O19 5.702 -4.050 2.702  0.0704
C28 5.445 -3.228 3.697  -0.5162
O20 6.209 -2.248 3.906  0.0851
O21 4.353 -3.679 4.365  0.0831
H37 2.015 -4.229 3.103  0.0846
H38 1.925 -4.737 4.656  0.0865
H39 2.140 -5.984 3.391  0.0920
H40 4.227 -5.720 4.559  0.1523
H41 3.959 -4.910 1.701  0.1334
H42 5.186 -6.027 2.497  0.1405
C29 0.508 0.052 2.415  -0.1771
O22 -0.132 1.253 2.128  -0.1312
H43 1.534 0.296 2.690  0.0810
H44 -0.120 -0.430 3.164  0.0810
H45 0.420 -0.609 1.552  0.0725
H46 0.209 1.654 1.325  0.0762
C30 -0.377 3.263 6.739  -0.1478
O23 -1.404 2.348 6.315  -0.1358
H47 0.619 2.820 6.772  0.0724
H48 -0.416 4.007 5.943  0.0710
H49 -0.600 3.815 7.651  0.0770
H50 -1.182 2.005 5.447  0.0608
C31 -4.790 -0.760 2.633  -0.2002
O24 -5.232 0.546 2.720  -0.1007
H51 -3.940 -1.045 2.012  0.0715
H52 -4.392 -0.926 3.635  0.0698
H53 -5.534 -1.556 2.585  0.0809
H54 -4.652 1.075 3.272  0.0800

=====

3.
Molecular formula: C31H55BrCdNO3P3
Method: DFT, ωB97M-V/def2-TZVPD

* total charge: +2
* HOMO-LUMO gap (alpha / beta): 2.898 / 3.103 eV
* LUMO energy (alpha / beta): -0.3409 / -0.3329 hartree

Each line ends with the Löwdin charge.
Geometry (Å):
N1 -7.247 5.741 -6.914  0.0758
C1 -6.855 6.305 -5.760  -0.1207
C2 -6.091 5.648 -4.789  -0.0136
C3 -5.686 4.309 -4.999  -0.2200
C4 -6.102 3.720 -6.217  -0.0130
C5 -6.864 4.466 -7.118  -0.1217
C6 -4.886 3.624 -3.984  0.0009
Cd1 0.000 0.000 0.000  1.1431
P1 6.212 -0.941 -1.059  0.9757
C7 -3.681 3.024 -4.181  -0.0129
C8 -2.862 2.337 -3.186  -0.1746
C9 -1.748 1.576 -3.615  -0.0007
C10 -0.928 0.900 -2.704  -0.1422
C11 -1.177 0.953 -1.315  -0.3367
C12 -2.293 1.713 -0.885  -0.1512
C13 -3.115 2.387 -1.793  0.0056
Br1 1.491 -1.206 1.673  0.4195
H1 -5.328 3.614 -2.980  0.1262
H2 -3.248 3.043 -5.190  0.1313
H3 -5.805 6.169 -3.868  0.1176
H4 -5.835 2.687 -6.464  0.1158
H5 -7.170 7.346 -5.597  0.1185
H6 -7.189 4.012 -8.065  0.1179
H7 -1.528 1.520 -4.689  0.1325
H8 -3.968 2.961 -1.415  0.1245
H9 -0.075 0.324 -3.083  0.0953
H10 -2.523 1.779 0.185  0.0894
P2 -0.456 -2.047 -1.018  0.8658
C14 5.623 0.839 -0.925  -0.4583
C15 6.672 1.861 -1.379  -0.1782
H11 5.294 1.045 0.113  0.0680
H12 4.723 0.914 -1.565  0.0593
H13 6.498 2.844 -0.906  0.0696
H14 7.695 1.542 -1.108  0.0649
H15 6.646 1.998 -2.474  0.0703
C16 5.345 -1.365 -2.672  -0.4551
C17 5.985 -2.524 -3.447  -0.1780
H16 5.383 -0.442 -3.281  0.0710
H17 4.275 -1.573 -2.471  0.0499
H18 5.698 -2.490 -4.514  0.0703
H19 7.087 -2.484 -3.389  0.0675
H20 5.663 -3.503 -3.051  0.0668
C18 5.044 -1.727 0.191  -0.4742
C19 5.711 -2.099 1.522  -0.1793
H21 4.550 -2.606 -0.269  0.0668
H22 4.249 -0.980 0.377  0.0075
H23 5.145 -2.896 2.038  0.0646
H24 6.743 -2.463 1.378  0.0662
H25 5.761 -1.225 2.195  0.0700
C20 -0.394 -3.433 0.220  -0.4269
C21 -1.546 -4.446 0.260  -0.1172
H26 -0.322 -2.909 1.189  -0.0409
H27 0.579 -3.933 0.052  0.0914
H28 -2.475 -3.972 0.618  0.0641
H29 -1.747 -4.906 -0.720  0.0838
H30 -1.299 -5.258 0.968  0.0955
C22 0.657 -2.536 -2.426  -0.3601
C23 0.095 -2.530 -3.853  -0.1257
H31 1.012 -3.548 -2.163  0.0909
H32 1.548 -1.888 -2.338  0.0681
H33 -0.385 -3.493 -4.099  0.0929
H34 -0.645 -1.730 -4.016  0.0493
H35 0.917 -2.379 -4.575  0.0937
C24 -2.185 -1.945 -1.695  -0.3835
C25 -3.326 -1.458 -0.793  -0.1187
H36 -2.396 -2.971 -2.049  0.0943
H37 -2.082 -1.335 -2.612  0.0571
H38 -4.072 -0.877 -1.362  0.0928
H39 -3.848 -2.287 -0.290  0.0795
H40 -2.920 -0.794 -0.009  0.0382
C26 -0.483 -2.383 4.029  -0.1117
C27 -1.691 -1.717 3.306  -0.2639
O1 -1.810 -0.312 3.029  -0.2815
P3 -0.481 0.615 2.444  0.9023
O2 -0.703 1.264 4.012  -0.2694
C28 0.292 0.818 4.908  -0.3244
C29 -0.405 0.410 6.204  -0.0558
O3 0.841 1.543 1.835  -0.5009
C30 0.720 2.934 2.072  -0.2997
C31 -0.616 3.568 1.679  -0.0761
H41 0.398 -2.574 3.421  -0.0308
H42 -0.784 -3.414 4.315  0.1073
H43 -0.159 -1.914 4.965  0.0633
H44 -1.978 -2.297 2.414  0.0942
H45 -2.506 -1.902 4.036  0.1421
H46 0.904 -0.029 4.527  0.0904
H47 0.999 1.647 5.128  0.1322
H48 -1.176 -0.363 6.010  0.0759
H49 0.332 0.018 6.935  0.1047
H50 -0.932 1.282 6.640  0.0999
H51 0.983 3.167 3.123  0.1295
H52 1.489 3.424 1.435  0.1439
H53 -1.445 3.194 2.313  0.0793
H54 -0.554 4.666 1.828  0.1096
H55 -0.830 3.375 0.612  0.0633

=====

4.
Molecular formula: C31H55N4OP2Pd
Method: DFT, ωB97M-V/def2-TZVPD

* total charge: +1
* HOMO-LUMO gap (alpha / beta): 7.681 / 6.186 eV
* 2S+1: 3
* LUMO energy (alpha / beta): -0.0639 / -0.1565 hartree

Each line ends with the Mulliken spin population.
Geometry (Å):
Pd1 -0.462 -0.077 -0.038  0.6739
C1 -3.387 -2.407 -0.005  0.0345
C2 -2.176 -3.277 -0.338  0.0065
C3 -2.128 -3.588 -1.833  0.0047
P1 -0.656 -2.399 0.247  0.1004
C4 0.758 -3.565 -0.003  0.0224
C5 1.905 -3.181 0.934  -0.0041
C6 1.255 -3.509 -1.448  0.0141
C7 -0.923 -2.461 2.063  0.0698
C8 -1.238 -3.638 2.718  -0.0469
C9 -1.549 -3.673 4.076  0.1155
C10 -1.896 -4.958 4.766  -0.0113
C11 -1.571 -2.460 4.774  -0.0520
C12 -1.238 -1.274 4.161  0.1897
C13 -0.860 -1.250 2.800  -0.0439
N1 -0.514 -0.112 2.125  0.6176
C14 -0.156 1.072 2.750  -0.0226
C15 0.574 1.119 3.944  0.1355
C16 0.951 2.333 4.486  -0.0465
C17 0.603 3.534 3.874  0.0895
C18 1.008 4.855 4.460  -0.0072
C19 -0.102 3.480 2.670  -0.0326
C20 -0.461 2.282 2.077  0.0260
P2 -1.246 2.104 0.428  0.0310
C21 -0.748 3.557 -0.607  0.0278
C22 0.774 3.704 -0.600  0.0022
C23 -1.462 4.890 -0.385  0.0083
C24 -3.043 2.339 0.761  0.0318
C25 -3.529 1.321 1.790  -0.0149
C26 -3.816 2.195 -0.549  0.0130
H1 -4.305 -2.909 -0.314  0.0012
H2 -3.460 -2.197 1.064  -0.0046
H3 -3.324 -1.450 -0.530  -0.0060
H4 -2.252 -4.218 0.213  0.0028
H5 -1.852 -2.704 -2.414  0.0024
H6 -1.420 -4.381 -2.068  -0.0001
H7 -3.112 -3.916 -2.171  0.0015
H8 0.413 -4.577 0.233  0.0017
H9 2.214 -2.149 0.742  -0.0025
H10 1.637 -3.272 1.985  -0.0036
H11 2.766 -3.825 0.746  -0.0002
H12 1.630 -2.507 -1.665  -0.0013
H13 2.079 -4.213 -1.581  -0.0003
H14 0.489 -3.749 -2.181  0.0003
H15 -1.252 -4.571 2.164  0.0012
H16 -1.751 -5.814 4.110  -0.0010
H17 -1.281 -5.100 5.656  0.0095
H18 -2.938 -4.952 5.091  0.0116
H19 -1.866 -2.453 5.816  0.0013
H20 -1.304 -0.350 4.716  0.0030
H21 0.883 0.197 4.417  -0.0045
H22 1.529 2.349 5.402  0.0004
H23 1.237 4.765 5.520  0.0011
H24 1.897 5.243 3.959  0.0095
H25 0.217 5.596 4.342  0.0031
H26 -0.357 4.414 2.189  0.0025
H27 -1.033 3.206 -1.608  0.0122
H28 1.126 4.100 0.355  0.0004
H29 1.263 2.743 -0.775  -0.0005
H30 1.085 4.400 -1.381  0.0002
H31 -1.235 5.333 0.583  0.0002
H32 -1.136 5.602 -1.145  -0.0008
H33 -2.545 4.800 -0.466  0.0007
H34 -3.178 3.348 1.163  0.0033
H35 -3.337 0.304 1.441  0.0040
H36 -3.037 1.450 2.755  0.0020
H37 -4.604 1.433 1.944  0.0013
H38 -3.676 1.190 -0.957  0.0015
H39 -4.883 2.342 -0.377  -0.0004
H40 -3.500 2.916 -1.305  0.0029
O1 -0.806 -0.035 -2.731  0.0206
H41 -1.710 -0.266 -2.973  -0.0050
H42 -0.704 0.889 -2.986  -0.0022
C27 4.668 1.777 0.044  0.0000
N2 3.573 0.819 0.037  0.0009
C28 2.764 0.843 1.237  -0.0215
C29 2.996 0.403 -1.135  0.0023
N3 1.723 0.202 -1.204  0.0071
N4 3.875 0.236 -2.199  0.0009
C30 3.302 0.042 -3.515  0.0000
C31 5.088 -0.548 -1.986  0.0000
H43 4.312 2.748 0.402  0.0001
H44 5.066 1.908 -0.957  0.0000
H45 5.470 1.443 0.706  0.0000
H46 3.425 0.815 2.104  -0.0017
H47 2.104 -0.022 1.261  -0.0001
H48 2.145 1.746 1.302  0.0117
H49 1.469 -0.247 -2.074  -0.0017
H50 2.862 -0.957 -3.645  -0.0001
H51 4.091 0.159 -4.256  0.0001
H52 2.537 0.793 -3.709  0.0002
H53 5.395 -0.504 -0.946  0.0000
H54 5.896 -0.162 -2.609  0.0000
H55 4.920 -1.598 -2.250  0.0000

=====

Number 1: DFT total energy -44847.943 eV. Number 2: DFT total energy -82156.528 eV. Number 3: DFT total energy -143123.757 eV. Number 4: DFT total energy -63101.485 eV.